# C19H34Cl4N2O4OsSi4Te

A molecular structure, C19H34Cl4N2O4OsSi4Te at a distorted geometry (ωB97M-V/def2-TZVPD, OMol25).

Atoms and positions in Å:
1 Os -0.054 0.116 0.184
2 C 3.749 1.781 -0.870
3 C 2.381 1.473 -0.364
4 N 1.841 0.272 -0.402
5 O 2.606 -0.752 -0.973
6 C 1.538 2.449 0.235
7 C 1.936 3.870 0.487
8 N 0.340 1.982 0.567
9 O -0.539 2.660 1.175
10 H 4.026 1.034 -1.608
11 H 4.470 1.743 -0.052
12 H 3.782 2.772 -1.316
13 H 2.038 -1.541 -0.998
14 H 2.946 3.923 0.889
15 H 1.230 4.304 1.195
16 H 1.895 4.451 -0.436
17 Cl -3.461 -5.766 0.109
18 C -3.053 -4.096 0.061
19 C -4.069 -3.142 0.053
20 Cl -5.713 -3.633 0.067
21 C -3.753 -1.789 0.040
22 Cl -4.989 -0.595 0.049
23 C -2.422 -1.362 0.036
24 O -2.078 -0.110 0.066
25 C -1.377 -2.346 -0.058
26 O -0.162 -1.917 -0.254
27 C -1.722 -3.701 0.005
28 Cl -0.467 -4.880 -0.014
29 C -0.521 2.360 7.762
30 Si -0.733 2.186 5.866
31 C -2.560 2.489 5.406
32 C 0.343 3.497 4.992
33 Si -0.029 -0.066 5.298
34 Te -0.024 -0.324 2.726
35 Si 2.241 -0.558 5.926
36 C 2.322 -0.814 7.819
37 C 3.399 0.894 5.458
38 C 2.884 -2.122 5.040
39 Si -1.635 -1.754 5.917
40 C -0.944 -3.464 5.419
41 C -1.894 -1.680 7.810
42 C -3.286 -1.469 5.002
43 H -0.863 3.331 8.108
44 H 0.518 2.256 8.057
45 H -1.089 1.606 8.296
46 H -2.857 3.515 5.601
47 H -3.229 1.844 5.966
48 H -2.716 2.301 4.349
49 H 0.040 4.506 5.256
50 H 0.246 3.400 3.916
51 H 1.393 3.395 5.245
52 H 1.951 0.057 8.348
53 H 3.338 -0.994 8.155
54 H 1.719 -1.662 8.125
55 H 3.175 1.784 6.036
56 H 3.288 1.146 4.408
57 H 4.444 0.650 5.628
58 H 2.313 -2.999 5.321
59 H 3.928 -2.326 5.261
60 H 2.791 -2.007 3.964
61 H -0.054 -3.714 5.987
62 H -0.677 -3.465 4.367
63 H -1.665 -4.260 5.575
64 H -0.952 -1.796 8.334
65 H -2.562 -2.464 8.154
66 H -2.322 -0.730 8.110
67 H -3.118 -1.440 3.929
68 H -3.746 -0.528 5.284
69 H -4.008 -2.256 5.195

As for the total charge: 0. Its frontier orbital gap (alpha / beta) is 0.183 / 0.187 hartree.

***

# C19H34F8N4O6P

2 unconnected molecules or ions with the total composition C19H34F8N4O6P at a distorted geometry (ωB97M-V/def2-TZVPD, OMol25).

Atoms and positions in Å:
1 C -1.340 -3.422 -4.169
2 C -0.909 -2.420 -3.108
3 O -2.013 -2.034 -2.275
4 C -2.152 -0.630 -2.236
5 C -3.237 -0.192 -1.243
6 O -3.291 -1.013 -0.080
7 C -3.675 -0.346 1.107
8 C -2.446 -0.224 2.089
9 P -3.116 0.201 3.752
10 N -2.068 0.825 4.696
11 O -3.850 -1.116 4.317
12 O -4.317 1.196 3.402
13 C -1.561 0.943 1.514
14 N -0.718 0.186 0.569
15 C -0.776 -1.144 0.875
16 N -0.161 -2.060 0.170
17 N -1.578 -1.361 1.967
18 C -0.922 -2.027 3.104
19 C 0.251 -1.271 3.703
20 O 1.359 -1.392 2.810
21 C 2.534 -0.736 3.250
22 C 3.072 0.301 2.228
23 F 2.491 0.160 1.011
24 F 4.400 0.100 2.122
25 C 2.903 1.775 2.714
26 F 3.824 1.974 3.667
27 F 1.682 1.945 3.282
28 C 3.118 2.858 1.613
29 F 3.625 3.957 2.194
30 F 4.031 2.410 0.732
31 C 1.814 3.259 0.862
32 F 2.026 3.288 -0.468
33 F 1.400 4.473 1.260
34 H -0.459 -3.638 -4.778
35 H -1.697 -4.345 -3.717
36 H -2.093 -2.980 -4.817
37 H -0.547 -1.532 -3.635
38 H -0.093 -2.833 -2.500
39 H -2.470 -0.254 -3.214
40 H -1.213 -0.149 -1.945
41 H -4.222 -0.208 -1.718
42 H -3.017 0.855 -1.009
43 H -4.461 -0.937 1.589
44 H -4.088 0.632 0.871
45 H -1.960 0.345 5.580
46 H -3.884 -1.844 3.684
47 H -4.020 2.110 3.510
48 H -2.093 1.747 1.023
49 H -0.903 1.287 2.318
50 H 0.275 0.400 0.565
51 H -0.149 -2.011 -0.840
52 H 0.239 -2.873 0.609
53 H -1.607 -2.305 3.899
54 H -0.523 -2.968 2.712
55 H 0.484 -1.750 4.663
56 H 0.050 -0.220 3.920
57 H 2.404 -0.223 4.205
58 H 3.300 -1.498 3.391
59 H 1.009 2.554 1.067
60 C 2.689 2.118 -4.806
61 C 3.370 0.866 -4.260
62 C 2.179 -0.045 -4.004
63 O 1.187 0.297 -4.971
64 C 1.554 1.521 -5.625
65 H 3.347 2.752 -5.397
66 H 2.288 2.714 -3.984
67 H 4.020 0.430 -5.022
68 H 3.967 1.044 -3.366
69 H 1.755 0.127 -3.003
70 H 2.423 -1.105 -4.101
71 H 1.877 1.285 -6.643
72 H 0.681 2.172 -5.681

As for the total charge: +1. Its frontier orbital gap is 0.312 hartree.

***

# C19H34FN6O6S2

A molecular structure, C19H34FN6O6S2 at a distorted geometry (ωB97M-V/def2-TZVPD, OMol25).

Atoms and positions in Å:
1 C 3.556 3.414 -1.710
2 C 3.686 2.340 -0.655
3 F 2.638 2.436 0.247
4 S 3.781 0.668 -1.357
5 O 4.221 -0.183 -0.275
6 O 4.692 0.871 -2.466
7 N 2.377 0.282 -1.960
8 S 1.059 -0.038 -1.138
9 O 1.239 -0.244 0.276
10 O 0.303 -1.023 -1.885
11 C 0.021 1.456 -1.343
12 O -0.332 2.044 -0.100
13 N -0.071 3.458 -0.039
14 O -0.657 4.027 -0.863
15 H 2.716 3.232 -2.379
16 H 3.406 4.372 -1.202
17 H 4.479 3.467 -2.284
18 H 4.622 2.435 -0.096
19 H -0.873 1.096 -1.855
20 H 0.550 2.167 -1.983
21 C 0.475 4.382 -6.928
22 C -0.649 3.717 -6.143
23 C -0.951 4.434 -4.823
24 C 0.190 4.408 -3.911
25 N 1.066 4.370 -3.172
26 H 1.408 4.370 -6.363
27 H 0.649 3.862 -7.870
28 H 0.231 5.422 -7.157
29 H -0.392 2.678 -5.934
30 H -1.565 3.706 -6.737
31 H -1.795 3.966 -4.314
32 H -1.223 5.476 -5.006
33 C -2.088 -2.356 -0.171
34 C -2.488 -3.138 1.071
35 C -2.641 -4.646 0.838
36 C -3.749 -4.962 -0.065
37 N -4.628 -5.223 -0.757
38 H -2.845 -2.430 -0.955
39 H -1.958 -1.303 0.068
40 H -1.143 -2.716 -0.576
41 H -3.421 -2.745 1.486
42 H -1.717 -3.009 1.833
43 H -2.830 -5.157 1.785
44 H -1.718 -5.064 0.438
45 C 3.120 -2.177 2.168
46 C 2.739 -2.774 3.513
47 C 2.455 -4.279 3.429
48 C 1.309 -4.581 2.570
49 N 0.415 -4.813 1.889
50 H 2.317 -2.266 1.437
51 H 3.340 -1.116 2.251
52 H 4.007 -2.663 1.755
53 H 1.861 -2.266 3.919
54 H 3.549 -2.634 4.233
55 H 2.253 -4.699 4.416
56 H 3.326 -4.799 3.025
57 C -2.448 -1.544 4.723
58 C -3.043 -0.176 5.028
59 C -4.177 0.203 4.068
60 C -3.709 0.297 2.686
61 N -3.331 0.330 1.603
62 H -2.012 -1.567 3.724
63 H -1.662 -1.791 5.437
64 H -3.209 -2.325 4.776
65 H -2.264 0.587 4.978
66 H -3.443 -0.157 6.045
67 H -4.615 1.162 4.350
68 H -4.976 -0.541 4.110

As for the total charge: -1. Its frontier orbital gap is 0.314 hartree.

***

# C19H34GeIrN2O7SSe

A molecular structure, C19H34GeIrN2O7SSe at a distorted geometry (ωB97M-V/def2-TZVPD, OMol25).

Atoms and positions in Å:
1 Ir -0.573 -1.411 -0.453
2 C -6.030 2.728 -0.113
3 C -4.971 1.883 0.539
4 C -4.543 0.697 -0.050
5 C -3.483 -0.023 0.481
6 C -2.866 0.424 1.642
7 C -3.314 1.581 2.268
8 C -4.344 2.316 1.711
9 S -1.376 -0.335 2.288
10 O -0.309 0.554 1.813
11 O -1.519 -0.336 3.728
12 N -1.134 -1.743 1.651
13 C -2.035 -2.814 2.021
14 C -2.024 -3.914 0.925
15 O -2.572 -4.982 1.201
16 O -1.464 -3.600 -0.172
17 H -6.623 2.140 -0.813
18 H -5.567 3.547 -0.668
19 H -6.698 3.176 0.623
20 H -5.034 0.346 -0.950
21 H -3.121 -0.927 0.002
22 H -2.814 1.893 3.177
23 H -4.674 3.242 2.168
24 H -3.075 -2.474 2.124
25 H -1.741 -3.279 2.964
26 N -0.605 3.518 0.468
27 C -1.015 2.819 -0.756
28 C 0.048 1.807 -1.105
29 O 1.292 2.218 -0.837
30 O -0.169 0.711 -1.580
31 H -1.354 4.116 0.792
32 H 1.200 2.969 -0.216
33 H -0.464 2.806 1.185
34 H -1.077 3.558 -1.562
35 H -1.975 2.299 -0.693
36 C -2.182 -0.977 -3.360
37 O -0.949 -1.625 -3.567
38 C -0.323 -2.133 -2.444
39 C 0.920 -2.877 -2.832
40 H -2.973 -1.708 -3.154
41 H -2.420 -0.433 -4.276
42 H -2.117 -0.272 -2.526
43 H 0.953 -3.024 -3.914
44 H 0.938 -3.849 -2.331
45 H 1.820 -2.330 -2.520
46 C 4.858 0.843 1.718
47 Ge 4.978 0.130 -0.116
48 C 6.783 -0.664 -0.352
49 C 4.756 1.593 -1.418
50 C 3.573 -1.237 -0.416
51 Se 1.911 -0.728 0.559
52 C 2.068 -2.044 1.981
53 H 5.455 1.749 1.828
54 H 5.202 0.109 2.447
55 H 3.816 1.077 1.929
56 H 7.537 0.108 -0.198
57 H 6.907 -1.072 -1.356
58 H 6.953 -1.462 0.370
59 H 5.231 2.508 -1.062
60 H 3.694 1.782 -1.558
61 H 5.199 1.325 -2.378
62 H 3.878 -2.239 -0.119
63 H 3.316 -1.252 -1.474
64 H 3.103 -2.112 2.312
65 H 1.701 -3.004 1.629
66 H 1.436 -1.691 2.791

As for the total charge: -1. As for the spin multiplicity: 5. Its frontier orbital gap (alpha / beta) is 0.168 / 0.265 hartree.

***

# C19H34IN2O3S

2 unconnected molecules or ions with the total composition C19H34IN2O3S at a distorted geometry (ωB97M-V/def2-TZVPD, OMol25).

Atoms and positions in Å:
1 C -1.920 -2.640 -3.434
2 O -2.805 -1.543 -3.416
3 C -3.144 -1.097 -2.121
4 C -3.481 0.382 -2.157
5 C -2.469 1.218 -2.935
6 C -1.039 1.106 -2.438
7 C -0.065 1.903 -3.310
8 C 1.253 2.259 -2.618
9 C 2.042 1.044 -2.101
10 C 1.858 0.705 -0.621
11 C 2.351 1.787 0.350
12 C 1.544 1.793 1.657
13 C 0.090 2.073 1.446
14 C -0.333 3.212 0.754
15 N -1.616 3.444 0.578
16 N -2.619 2.670 0.982
17 C -2.248 1.591 1.624
18 I -3.760 0.309 2.243
19 C -0.913 1.250 1.891
20 H -2.106 -3.321 -2.602
21 H -0.879 -2.308 -3.404
22 H -2.080 -3.185 -4.360
23 H -3.989 -1.678 -1.739
24 H -2.309 -1.266 -1.430
25 H -4.459 0.515 -2.618
26 H -3.556 0.731 -1.126
27 H -2.516 0.919 -3.980
28 H -2.798 2.260 -2.899
29 H -0.994 1.481 -1.409
30 H -0.723 0.065 -2.427
31 H 0.180 1.303 -4.187
32 H -0.556 2.811 -3.662
33 H 1.881 2.766 -3.347
34 H 1.031 2.951 -1.803
35 H 1.770 0.163 -2.683
36 H 3.101 1.224 -2.284
37 H 0.810 0.469 -0.440
38 H 2.412 -0.206 -0.401
39 H 2.343 2.781 -0.096
40 H 3.381 1.570 0.619
41 H 1.652 0.844 2.177
42 H 1.935 2.562 2.328
43 H 0.363 3.927 0.345
44 H -1.910 4.277 0.083
45 H -0.700 0.332 2.422
46 C 2.645 -3.748 3.121
47 C 2.292 -3.404 4.576
48 C 1.594 -2.038 4.566
49 S 0.794 -1.907 2.962
50 O 1.396 -0.813 2.225
51 O -0.641 -1.936 3.113
52 C 1.389 -3.457 2.306
53 H 2.953 -4.785 3.013
54 H 3.466 -3.116 2.777
55 H 1.615 -4.161 4.977
56 H 3.174 -3.384 5.212
57 H 0.832 -1.944 5.336
58 H 2.303 -1.216 4.643
59 H 1.564 -3.346 1.238
60 H 0.611 -4.200 2.483

As for the total charge: +1. Its frontier orbital gap is 0.274 hartree.

***

# C19H34N8O14S

9 unconnected molecules or ions with the total composition C19H34N8O14S at a distorted geometry (ωB97M-V/def2-TZVPD, OMol25).

Atoms and positions in Å:
1 C -18.690 1.480 26.176
2 N -19.747 1.008 26.977
3 O -19.437 0.672 28.092
4 O -20.808 0.869 26.460
5 H -18.544 0.956 25.232
6 H -17.777 1.456 26.770
7 H -18.961 2.492 25.875
8 C -15.431 5.879 21.933
9 N -14.480 7.017 21.980
10 O -14.130 7.571 20.922
11 O -14.095 7.299 23.143
12 H -15.220 5.316 21.024
13 H -16.448 6.252 22.052
14 H -15.252 5.272 22.821
15 C -22.009 3.414 24.847
16 N -22.670 3.949 23.626
17 O -23.901 3.854 23.493
18 O -21.980 4.601 22.869
19 H -22.782 2.814 25.326
20 H -21.623 4.282 25.382
21 H -21.250 2.800 24.362
22 C -21.903 7.697 23.444
23 N -23.359 7.689 23.024
24 O -24.152 8.449 23.596
25 O -23.720 6.870 22.078
26 H -21.723 7.103 24.341
27 H -21.578 8.729 23.571
28 H -21.228 7.183 22.759
29 C -13.365 7.619 26.705
30 N -13.782 6.231 26.721
31 O -14.849 5.923 26.108
32 O -13.000 5.470 27.301
33 H -13.468 8.039 27.705
34 H -14.025 8.146 26.017
35 H -12.319 7.727 26.416
36 O -15.874 6.524 29.144
37 S -16.757 5.377 29.226
38 O -17.454 4.975 27.999
39 O -16.063 4.067 29.891
40 C -16.759 3.493 30.933
41 C -17.548 4.564 31.630
42 O -17.782 5.477 30.619
43 H -17.387 2.743 30.452
44 H -15.960 2.921 31.405
45 H -16.946 5.065 32.388
46 H -18.525 4.254 32.002
47 C -17.956 11.636 22.441
48 C -18.438 10.664 23.348
49 C -17.354 9.985 23.904
50 N -16.221 10.471 23.346
51 C -16.558 11.402 22.442
52 H -18.492 12.348 21.831
53 H -19.478 10.557 23.617
54 H -17.205 9.277 24.706
55 H -15.256 10.396 23.634
56 H -15.733 11.847 21.906
57 C -18.995 6.937 20.166
58 C -19.923 7.890 20.474
59 C -21.219 7.328 20.130
60 N -20.969 6.033 19.800
61 C -19.622 5.814 19.702
62 H -17.946 7.167 20.282
63 H -19.633 8.833 20.914
64 H -22.217 7.717 20.270
65 H -21.577 5.260 19.568
66 H -19.167 4.865 19.459
67 C -17.584 4.429 24.355
68 C -17.755 5.752 24.761
69 C -18.667 6.369 23.855
70 N -18.954 5.444 22.863
71 C -18.300 4.288 23.167
72 H -16.976 3.756 24.942
73 H -17.262 6.128 25.646
74 H -18.995 7.397 23.812
75 H -19.488 5.660 22.034
76 H -18.463 3.410 22.559

As for the total charge: 0. Its SMILES is C[N+](=O)[O-].C[N+](=O)[O-].C[N+](=O)[O-].C[N+](=O)[O-].C[N+](=O)[O-].O=S1(=O)OCCO1.c1cc[nH]c1.c1cc[nH]c1.c1cc[nH]c1. Its frontier orbital gap is 0.298 hartree.

***

# C19H34P

A gas-phase ion, C19H34P (charge +1) at a distorted geometry (ωB97M-V/def2-TZVPD, OMol25).

Atoms and positions in Å:
1 C -4.923 -0.234 -1.843
2 C -3.396 -0.420 -1.796
3 C -2.698 0.892 -1.480
4 C -1.154 0.957 -1.636
5 P 0.196 0.226 -0.650
6 C 1.006 -1.290 -1.339
7 C 0.644 -2.795 -1.449
8 C 0.249 -3.586 -0.212
9 C 0.526 -5.096 -0.375
10 C -0.231 0.386 1.148
11 C -0.542 -0.700 2.179
12 C -0.771 -0.040 3.571
13 C 0.261 1.019 3.972
14 H -5.414 -1.172 -2.124
15 H -5.323 0.077 -0.867
16 H -5.209 0.527 -2.583
17 H -3.136 -1.169 -1.037
18 H -3.036 -0.786 -2.765
19 H -3.095 1.644 -2.188
20 H -3.003 1.247 -0.483
21 H -0.902 0.702 -2.672
22 H -0.953 2.024 -1.531
23 H 1.164 -0.948 -2.384
24 H 2.022 -1.260 -0.924
25 H -0.127 -2.927 -2.220
26 H 1.537 -3.267 -1.895
27 H 0.789 -3.207 0.662
28 H -0.821 -3.454 -0.009
29 H 0.151 -5.666 0.482
30 H 0.056 -5.512 -1.278
31 H 1.608 -5.275 -0.439
32 H 0.628 0.946 1.530
33 H -1.058 1.115 1.170
34 H -1.448 -1.248 1.894
35 H 0.276 -1.435 2.244
36 H -1.771 0.418 3.564
37 H -0.814 -0.824 4.336
38 H 0.043 1.392 4.977
39 H 1.282 0.619 3.964
40 H 0.228 1.879 3.293
41 C 1.619 1.322 -0.909
42 C 2.579 0.973 0.180
43 C 3.473 1.759 0.851
44 C 3.819 3.114 0.725
45 C 3.212 4.050 -0.077
46 C 2.038 3.863 -0.840
47 C 1.273 2.772 -1.089
48 H 2.091 0.994 -1.861
49 H 2.588 -0.090 0.453
50 H 4.060 1.232 1.611
51 H 4.665 3.445 1.333
52 H 3.636 5.055 -0.118
53 H 1.696 4.781 -1.328
54 H 0.410 2.969 -1.739

As for the total charge: +1. Its frontier orbital gap is 0.284 hartree.

***

The records above give, respectively, DFT total energy values of -4512.2377 -2554.8834 -2420.5044 -6361.3425 -1775.1950 -2633.3541 -1085.4110 Ha.